Entry 1:
Density functional theory data (the ωB97M-V functional and the def2-TZVPD basis) for the ion C5H8NO with charge +1 in a non-equilibrium geometry.

Last column: natural (NBO) charge in e.
CARTESIAN COORDINATES (ANGSTROEM)
C -0.426 -0.945 -1.030  -0.402
C -0.963 -0.514 0.311  -0.347
C 0.421 0.364 -1.096  -0.400
C 0.633 1.278 1.685  -0.211
C -0.009 0.739 0.310  0.145
N -0.116 2.038 0.839  0.244
O -0.364 3.370 0.549  -0.102
H 0.142 -1.861 -1.112  0.252
H -1.263 -0.858 -1.709  0.239
H -2.071 -0.257 0.294  0.265
H -0.734 -0.978 1.243  0.238
H 1.504 0.337 -1.303  0.268
H -0.056 1.097 -1.714  0.254
H 0.010 0.745 2.428  0.286
H 1.623 1.553 1.876  0.271

Summary:
Maximum force in eV/A: 8.8
ΔE to the lowest compared entry with this formula, charge and spin in kcal per mole: 146.9
Structure (SMILES): O=[N+]1CC12CCC2
Orbital gap (spin up / spin down) in eV: 8.49 / 8.49
Electronic energy in Eh: -324.80481
LUMO (spin up / spin down) in eV: -7.85 / -7.85
Charge: +1
2S+1: 1



Entry 2:
Density functional theory data (the ωB97M-V functional and the def2-TZVPD basis) for a cluster of 6 separate species, H14NO5 in total in a non-equilibrium geometry.

Last column: natural (NBO) charge in e.
CARTESIAN COORDINATES (ANGSTROEM)
N 0.887 -0.636 0.954  -0.866
H 1.060 -1.374 1.625  0.438
H 1.394 0.193 1.275  0.442
H 1.433 -0.880 0.114  0.481
H -0.106 -0.409 0.904  0.482
H -2.888 1.616 -2.639  0.485
H -4.193 1.626 -1.652  0.498
O -3.407 1.148 -1.964  -0.972
H 0.163 -2.010 -1.912  0.489
H 0.467 -0.675 -2.624  0.493
O 0.524 -1.129 -1.772  -0.975
H -0.673 -0.110 3.793  0.499
H -0.370 -1.598 3.641  0.491
O -0.188 -0.733 3.254  -0.984
H -1.989 2.056 0.486  0.482
H -1.684 1.356 -0.857  0.498
O -1.369 1.477 0.047  -0.985
H 4.255 -0.018 0.159  0.484
H 3.787 0.336 -1.251  0.490
O 3.580 -0.232 -0.508  -0.968

Summary:
Maximum force in eV/A: 2.0
ΔE to the lowest compared entry with this formula, charge and spin in kcal per mole: 27.1
Orbital gap in eV: 11.67
Electronic energy in Eh: -439.12671
LUMO in eV: -2.85
Charge: +1
2S+1: 1



Entry 3:
Density functional theory data (the ωB97M-V functional and the def2-TZVPD basis) for a structure of composition C4H6BiO2 in a non-equilibrium geometry.

Last column: natural (NBO) charge in e.
CARTESIAN COORDINATES (ANGSTROEM)
C -1.831 -0.567 0.197  0.029
C -1.454 -1.083 1.232  -0.288
H -1.065 -1.643 2.066  0.237
O -1.444 0.906 -1.664  -0.663
C -2.402 0.367 -0.785  -0.155
H -3.214 -0.143 -1.328  0.193
H -1.080 0.206 -2.215  0.476
H -2.845 1.208 -0.212  0.244
H -1.359 -4.402 1.713  0.239
C -2.378 -4.395 1.293  0.431
O -3.334 -4.656 2.001  -0.735
Bi -5.363 -5.129 1.841  1.776
H -2.508 -4.048 0.240  0.215

Summary:
Maximum force in eV/A: 3.2
ΔE to the lowest compared entry with this formula, charge and spin in kcal per mole: 20.5
Orbital gap (spin up / spin down) in eV: 2.29 / 2.57
Electronic energy in Eh: -520.17237
LUMO (spin up / spin down) in eV: -13.46 / -13.21
Charge: +2
2S+1: 2



Entry 4:
Density functional theory data (the ωB97M-V functional and the def2-TZVPD basis) for a cluster of 16 separate species, C18H65F3N28O17 in total in a non-equilibrium geometry.

Last column: Löwdin charge in e.
CARTESIAN COORDINATES (ANGSTROEM)
O -0.390 -2.729 -2.493  0.282
H -0.527 -2.174 -3.264  0.155
H -1.231 -2.598 -2.048  0.085
H 0.359 -2.348 -2.028  0.071
C 0.831 -0.946 -0.068  -0.405
O -0.015 -0.379 -1.059  -0.182
O 1.648 -1.796 -0.791  -0.204
C 1.496 0.148 0.741  -0.552
F 1.616 1.223 -0.005  0.159
F 0.867 0.615 1.818  0.128
F 2.707 -0.292 1.194  0.118
C -1.287 0.301 -0.668  -0.144
C -2.177 0.600 -1.945  -0.014
H -1.946 1.642 -2.164  0.036
H -1.941 -0.020 -2.810  0.079
H -3.244 0.753 -1.778  0.048
H -1.079 1.136 0.001  0.092
H -1.839 -0.455 -0.108  0.084
H 0.149 -1.465 0.605  0.147
C 5.831 1.514 0.977  -0.795
O 6.884 2.054 0.734  0.022
N 5.896 0.485 1.802  0.168
N 4.681 2.002 0.673  0.194
H 5.029 -0.013 1.948  0.075
H 6.698 0.419 2.411  0.124
H 3.888 1.412 0.883  0.060
H 4.543 2.958 0.379  0.123
C -3.216 -2.575 0.172  -0.731
O -2.369 -2.745 -0.681  0.005
N -2.989 -3.098 1.391  0.191
N -4.256 -1.849 -0.011  0.211
H -2.001 -3.200 1.577  0.045
H -3.645 -2.836 2.112  0.109
H -4.282 -1.086 -0.673  0.085
H -4.845 -1.827 0.809  0.124
C -5.016 2.211 -0.089  -0.789
O -5.341 1.284 0.701  -0.002
N -4.240 3.205 0.174  0.169
N -5.430 2.299 -1.255  0.179
H -4.508 3.992 -0.399  0.109
H -4.018 3.429 1.133  0.130
H -6.123 1.644 -1.588  0.113
H -5.149 3.045 -1.875  0.059
C -2.300 0.904 3.539  -0.719
O -2.978 0.333 4.377  0.032
N -1.235 1.649 3.651  0.150
N -2.669 1.126 2.258  0.154
H -0.855 1.972 4.529  0.117
H -0.669 1.940 2.867  0.059
H -2.121 1.810 1.758  0.061
H -3.476 0.641 1.892  0.079
C 2.794 4.463 2.596  -0.829
O 3.056 5.301 1.735  0.015
N 2.985 4.614 3.825  0.187
N 2.305 3.305 2.388  0.184
H 2.346 4.185 4.478  0.132
H 3.670 5.342 3.972  0.136
H 2.088 3.123 1.418  0.084
H 2.479 2.558 3.046  0.106
C -3.482 4.636 -3.695  -0.739
O -4.216 4.069 -2.933  0.017
N -2.294 4.137 -3.932  0.189
N -3.729 5.877 -4.068  0.178
H -1.910 3.379 -3.387  0.093
H -1.595 4.567 -4.521  0.121
H -3.268 6.493 -4.722  0.116
H -4.567 6.341 -3.745  0.120
C 2.156 -3.993 -3.984  -0.782
O 1.852 -4.899 -3.188  0.005
N 2.910 -3.012 -3.725  0.178
N 1.779 -4.046 -5.253  0.164
H 3.165 -2.954 -2.750  0.116
H 3.387 -2.454 -4.419  0.130
H 1.911 -3.175 -5.748  0.103
H 1.311 -4.837 -5.672  0.120
C -6.587 -0.707 -2.939  -0.858
O -6.126 -1.405 -2.060  0.060
N -7.658 -0.932 -3.526  0.180
N -6.064 0.311 -3.461  0.167
H -7.889 -0.371 -4.334  0.122
H -7.986 -1.886 -3.573  0.140
H -6.621 0.956 -4.003  0.128
H -5.181 0.693 -3.155  0.103
C 4.972 -3.105 0.190  -0.801
O 6.048 -3.623 0.428  0.027
N 4.811 -1.944 -0.260  0.168
N 3.865 -3.790 -0.049  0.170
H 5.682 -1.494 -0.501  0.132
H 3.884 -1.638 -0.522  0.075
H 3.003 -3.283 -0.191  0.047
H 3.839 -4.792 0.074  0.115
C 2.729 -4.442 3.329  -0.808
O 2.722 -5.388 2.591  0.050
N 3.561 -4.287 4.301  0.160
N 2.232 -3.278 3.082  0.171
H 4.158 -5.070 4.524  0.121
H 3.620 -3.490 4.918  0.110
H 2.693 -2.458 3.449  0.088
H 1.508 -3.160 2.388  0.077
C 2.522 0.086 5.033  -0.873
O 3.483 0.637 4.582  0.057
N 2.241 -0.208 6.208  0.187
N 1.669 -0.478 4.280  0.173
H 2.811 -0.052 7.028  0.136
H 1.413 -0.738 6.438  0.124
H 0.992 -1.040 4.776  0.124
H 1.614 -0.282 3.291  0.082
C -0.432 4.413 0.298  -0.740
O -0.304 3.705 1.280  0.029
N 0.490 5.259 -0.025  0.188
N -1.497 4.610 -0.480  0.174
H 0.394 5.712 -0.923  0.112
H 1.390 5.230 0.431  0.081
H -2.347 4.078 -0.363  0.058
H -1.456 5.333 -1.185  0.101
C 2.092 1.039 -3.509  -0.817
O 2.609 1.648 -4.454  0.010
N 1.960 -0.206 -3.376  0.198
N 1.314 1.625 -2.700  0.169
H 2.575 -0.905 -3.767  0.082
H 1.600 -0.396 -2.452  0.067
H 0.728 1.235 -1.976  0.074
H 1.606 2.578 -2.540  0.125
C -0.371 -4.779 1.100  -0.770
O -0.411 -3.822 1.871  -0.014
N 0.167 -4.739 -0.064  0.204
N -0.529 -6.012 1.389  0.199
H 0.745 -3.930 -0.242  0.088
H -0.013 -5.467 -0.740  0.128
H -0.836 -6.156 2.340  0.134
H -0.281 -6.735 0.729  0.130

Summary:
Maximum force in eV/A: 10.3
ΔE to the lowest compared entry with this formula, charge and spin in kcal per mole: 228.6
Orbital gap in eV: 7.97
Electronic energy in Eh: -3836.88006
LUMO in eV: -0.52
Charge: 0
2S+1: 1



Entry 5:
Density functional theory data (the ωB97M-V functional and the def2-TZVPD basis) for a cluster of 18 separate species, C51H149N11O18 in total in a non-equilibrium geometry.

Last column: Löwdin charge in e.
CARTESIAN COORDINATES (ANGSTROEM)
C -5.496 0.002 -2.112  -0.065
C -4.630 -1.031 -2.726  -0.383
C -4.306 -0.811 -4.267  -0.197
O -5.443 -0.722 -5.125  -0.189
C -5.030 -0.038 -6.365  -0.079
N -3.289 -0.878 -2.083  0.042
H -5.110 1.017 -2.208  0.077
H -5.651 -0.344 -1.090  0.084
H -6.417 0.180 -2.667  0.081
H -5.012 -2.040 -2.571  0.103
H -3.631 -1.568 -4.667  0.116
H -3.759 0.130 -4.212  0.109
H -4.241 -0.543 -6.922  0.082
H -4.760 0.987 -6.112  0.079
H -5.967 0.013 -6.921  0.082
H -2.649 -1.415 -2.651  0.016
H -2.936 0.016 -2.393  0.024
C -4.824 -4.451 -1.419  -0.063
C -4.245 -5.120 -0.158  -0.356
C -5.138 -5.253 1.141  -0.165
O -5.945 -4.080 1.421  -0.212
C -6.452 -3.970 2.779  -0.087
N -3.568 -6.441 -0.552  0.037
H -4.053 -4.237 -2.159  0.063
H -5.248 -3.488 -1.134  0.055
H -5.615 -5.036 -1.887  0.080
H -3.410 -4.501 0.169  0.106
H -4.571 -5.529 2.029  0.106
H -5.840 -6.080 1.032  0.115
H -7.241 -3.224 2.866  0.071
H -5.642 -3.605 3.411  0.083
H -6.983 -4.891 3.020  0.085
H -2.640 -6.329 -0.935  0.053
H -3.440 -6.906 0.336  0.017
C 4.898 -0.448 -3.570  -0.039
C 6.099 -1.444 -3.383  -0.447
C 5.862 -2.620 -2.445  -0.215
O 5.516 -2.243 -1.136  -0.172
C 5.397 -3.363 -0.299  -0.134
N 6.193 -1.890 -4.723  0.031
H 4.756 0.044 -2.608  0.053
H 4.065 -0.930 -4.082  0.066
H 5.246 0.320 -4.260  0.077
H 6.961 -0.943 -2.943  0.141
H 6.751 -3.247 -2.499  0.132
H 5.027 -3.146 -2.908  0.118
H 6.205 -4.043 -0.029  0.094
H 4.553 -3.954 -0.654  0.088
H 5.116 -3.061 0.710  0.062
H 5.261 -2.248 -4.875  0.064
H 6.783 -2.704 -4.631  0.072
C -1.089 -2.206 0.577  -0.042
C -0.644 -0.735 0.794  -0.336
C 0.533 -0.388 -0.260  -0.138
O 1.729 -0.665 0.435  -0.236
C 2.913 -0.314 -0.319  -0.055
N -1.827 0.066 0.544  0.042
H -1.529 -2.454 -0.389  0.053
H -1.872 -2.320 1.327  0.077
H -0.264 -2.911 0.684  0.071
H -0.308 -0.510 1.806  0.124
H 0.594 0.692 -0.398  0.102
H 0.441 -0.794 -1.268  0.107
H 2.929 0.743 -0.583  0.080
H 2.996 -0.876 -1.249  0.078
H 3.826 -0.525 0.238  0.088
H -2.531 -0.176 1.227  0.065
H -2.189 -0.269 -0.338  0.020
C -4.887 0.678 3.176  -0.044
C -5.507 0.415 4.579  -0.395
C -6.868 -0.353 4.636  -0.157
O -7.813 0.352 3.817  -0.197
C -8.436 1.374 4.535  -0.133
N -4.495 -0.274 5.419  0.039
H -5.428 1.359 2.519  0.052
H -4.867 -0.290 2.676  0.078
H -3.932 1.202 3.222  0.068
H -5.580 1.429 4.973  0.118
H -7.197 -0.587 5.648  0.123
H -6.639 -1.211 4.004  0.103
H -8.436 1.164 5.605  0.086
H -9.448 1.478 4.143  0.091
H -7.871 2.297 4.409  0.080
H -3.631 0.232 5.548  0.008
H -4.847 -0.447 6.350  0.070
C 0.766 -1.631 -4.439  -0.078
C 0.285 -2.877 -3.798  -0.417
C 1.270 -3.466 -2.743  -0.132
O 0.727 -4.822 -2.483  -0.241
C 1.680 -5.697 -1.909  -0.101
N -1.032 -2.686 -3.173  0.069
H 0.996 -0.701 -3.919  0.069
H 0.007 -1.418 -5.192  0.082
H 1.624 -1.847 -5.076  0.073
H 0.297 -3.614 -4.601  0.146
H 1.366 -3.029 -1.750  0.112
H 2.231 -3.672 -3.215  0.109
H 2.508 -5.852 -2.601  0.080
H 1.108 -6.611 -1.747  0.098
H 2.076 -5.137 -1.062  0.073
H -0.837 -2.202 -2.309  0.032
H -1.337 -3.622 -2.949  0.077
C 2.372 4.571 -1.657  -0.055
C 1.595 4.872 -0.340  -0.393
C 1.984 4.392 1.159  -0.115
O 2.230 2.956 1.085  -0.231
C 2.231 2.443 2.404  -0.121
N 1.400 6.299 -0.250  0.024
H 2.625 3.524 -1.823  0.062
H 3.243 5.202 -1.476  0.064
H 2.115 5.122 -2.562  0.060
H 0.609 4.440 -0.508  0.076
H 1.255 4.625 1.934  0.121
H 2.980 4.762 1.404  0.106
H 2.814 3.067 3.081  0.087
H 2.815 1.536 2.249  0.076
H 1.250 2.190 2.807  0.085
H 0.451 6.342 0.094  0.038
H 1.469 6.802 -1.123  0.070
C -5.528 5.633 0.984  -0.048
C -6.176 4.237 0.894  -0.491
C -7.629 4.373 0.370  -0.152
O -8.364 3.092 0.210  -0.202
C -8.649 2.416 1.385  -0.138
N -5.443 3.392 0.076  0.055
H -6.053 6.302 1.666  0.072
H -5.379 6.177 0.051  0.082
H -4.574 5.510 1.496  0.072
H -6.365 3.729 1.839  0.125
H -7.624 4.806 -0.630  0.124
H -8.097 5.067 1.068  0.115
H -7.793 1.749 1.485  0.083
H -9.655 2.011 1.274  0.100
H -8.716 3.119 2.216  0.078
H -5.448 3.773 -0.860  0.086
H -6.043 2.580 0.047  0.065
C 4.286 4.276 -4.594  -0.087
C 4.226 5.761 -4.854  -0.437
C 5.129 6.198 -6.046  -0.174
O 4.437 6.178 -7.277  -0.193
C 5.172 5.988 -8.449  -0.117
N 2.860 6.091 -5.102  0.039
H 5.296 3.900 -4.428  0.061
H 4.127 3.749 -5.535  0.080
H 3.554 3.720 -4.009  0.066
H 4.545 6.183 -3.901  0.131
H 5.842 5.382 -6.159  0.111
H 5.620 7.123 -5.743  0.124
H 5.857 6.793 -8.715  0.086
H 4.517 5.913 -9.317  0.087
H 5.715 5.043 -8.454  0.086
H 2.806 7.084 -5.279  0.077
H 2.595 5.729 -6.007  0.074
C 6.459 1.466 -0.196  -0.071
C 5.725 2.688 -0.732  -0.415
C 5.886 3.837 0.252  -0.190
O 7.234 4.357 0.211  -0.171
C 7.465 5.250 1.260  -0.144
N 6.288 2.939 -2.042  0.069
H 6.019 1.162 0.754  0.063
H 7.496 1.649 0.088  0.081
H 6.466 0.493 -0.686  0.062
H 4.657 2.521 -0.592  0.111
H 5.578 3.545 1.256  0.121
H 5.214 4.652 -0.017  0.111
H 6.911 6.186 1.338  0.087
H 8.498 5.598 1.226  0.083
H 7.445 4.763 2.234  0.084
H 6.078 3.823 -2.482  0.053
H 7.296 2.881 -2.036  0.079
C -0.087 -0.599 6.851  -0.073
C -0.876 -0.098 5.706  -0.433
C -1.553 -1.161 4.769  -0.140
O -0.624 -2.123 4.177  -0.190
C -0.538 -3.252 4.939  -0.158
N -1.752 0.968 6.177  0.023
H 0.363 0.239 7.383  0.077
H 0.799 -1.067 6.422  0.084
H -0.629 -1.106 7.649  0.095
H -0.216 0.437 5.024  0.124
H -2.120 -0.691 3.965  0.101
H -2.296 -1.706 5.351  0.106
H 0.293 -3.868 4.596  0.070
H -1.445 -3.846 4.831  0.100
H -0.225 -3.061 5.966  0.081
H -2.019 1.549 5.395  0.074
H -1.283 1.577 6.831  0.076
C 2.556 -1.705 3.250  -0.110
O 2.896 -2.352 2.009  -0.145
H 1.891 -0.863 3.056  0.071
H 2.148 -2.323 4.050  0.074
H 3.439 -1.271 3.721  0.085
H 2.457 -1.853 1.316  0.021
C -2.191 -7.938 2.915  -0.102
O -1.821 -6.951 1.885  -0.160
H -3.249 -8.140 2.752  0.068
H -1.561 -8.822 2.813  0.085
H -2.275 -7.447 3.885  0.074
H -0.898 -6.814 2.111  -0.004
C -0.673 2.053 -2.661  -0.137
O -1.804 1.508 -2.011  -0.162
H -0.551 1.447 -3.558  0.081
H -1.026 3.055 -2.903  0.069
H 0.215 2.252 -2.061  0.068
H -1.714 1.280 -1.083  0.026
C 7.670 -1.114 2.232  -0.104
O 7.939 -2.375 1.492  -0.141
H 6.601 -0.918 2.140  0.058
H 7.798 -1.381 3.281  0.076
H 8.234 -0.227 1.945  0.069
H 7.525 -2.363 0.626  0.029
C 0.798 -5.525 2.271  -0.141
O 1.141 -6.896 2.558  -0.104
H 1.599 -4.794 2.153  0.075
H 0.186 -5.405 1.377  0.072
H 0.061 -5.207 3.008  0.062
H 1.828 -6.892 3.228  0.082
C 5.134 -4.660 3.001  -0.192
O 3.947 -4.229 3.475  -0.123
H 5.565 -5.492 3.558  0.086
H 5.013 -4.927 1.951  0.073
H 5.827 -3.833 3.155  0.080
H 3.654 -3.479 2.952  -0.005
C -1.771 4.357 -0.109  -0.116
O -1.441 5.767 -0.034  -0.144
H -2.856 4.390 -0.199  0.060
H -1.475 3.888 -1.047  0.046
H -1.382 3.850 0.774  0.093
H -1.494 5.946 -0.976  0.080

Summary:
Maximum force in eV/A: 4.0
ΔE to the lowest compared entry with this formula, charge and spin in kcal per mole: 131.6
Orbital gap in eV: 8.90
Electronic energy in Eh: -3988.53462
LUMO in eV: 0.34
Charge: 0
2S+1: 1